{
  "formula": "C33H32HfIN7O2",
  "method": "ωB97M-V with the def2-TZVPD basis set",
  "elements": ["Hf", "C", "C", "C", "C", "C", "C", "C", "N", "N", "C", "C", "C", "C", "C", "C", "N", "C", "C", "C", "C", "C", "C", "N", "H", "H", "H", "H", "H", "H", "H", "H", "H", "H", "H", "H", "H", "H", "H", "H", "H", "H", "H", "H", "N", "N", "C", "O", "O", "H", "H", "H", "C", "C", "C", "C", "C", "C", "C", "C", "H", "H", "H", "H", "H", "I", "C", "C", "C", "C", "N", "C", "H", "H", "H", "H"],
  "positions_angstrom": [[-0.19289, -0.37494, -0.18124], [-2.05654, 0.40127, -3.03417], [-2.12336, -0.98644, -3.64095], [-0.98436, -1.92431, -3.36123], [-0.77996, -2.97297, -4.25565], [0.23773, -3.87704, -4.03629], [1.02832, -3.70945, -2.90656], [0.75884, -2.65582, -2.06751], [-0.22274, -1.75377, -2.27607], [-2.04319, 0.49957, -1.55452], [-3.15873, -0.28430, -0.98530], [-3.23539, -0.15343, 0.51268], [-4.41256, -0.44181, 1.17123], [-4.45123, -0.31832, 2.55151], [-3.31410, 0.11734, 3.21400], [-2.16931, 0.35999, 2.48441], [-2.11579, 0.22375, 1.15141], [-2.21887, 1.93957, -1.23968], [-0.90701, 2.66599, -1.24271], [-0.78863, 3.96853, -1.69646], [0.42715, 4.61851, -1.55964], [1.47957, 3.94586, -0.95369], [1.27928, 2.64707, -0.53334], [0.11719, 1.99890, -0.69396], [-1.17911, 0.93505, -3.40519], [-2.93840, 0.93703, -3.39891], [-3.05688, -1.48104, -3.36031], [-2.18653, -0.84630, -4.72073], [-1.42889, -3.06819, -5.11577], [0.41670, -4.69424, -4.72173], [1.83861, -4.38970, -2.68517], [1.34064, -2.51750, -1.16746], [-4.11882, 0.00908, -1.42309], [-2.99026, -1.34096, -1.20473], [-5.28405, -0.75442, 0.61134], [-5.35641, -0.54880, 3.09646], [-3.30550, 0.24187, 4.28680], [-1.25584, 0.67794, 2.96596], [-2.91878, 2.40765, -1.93528], [-2.63752, 2.04135, -0.24052], [-1.63903, 4.47187, -2.13659], [0.54924, 5.63614, -1.90534], [2.43970, 4.41927, -0.80779], [2.06395, 2.10137, -0.02791], [1.46518, -2.77574, 1.17940], [0.32953, -2.85045, 1.99698], [-0.90992, -2.50791, 1.52103], [-1.88748, -2.56535, 2.22751], [-0.91916, -2.12904, 0.23945], [1.77345, -3.71434, 0.93620], [2.20528, -2.33638, 1.71541], [0.36549, -3.34790, 2.87123], [0.96109, 0.17484, 1.55088], [1.22150, 0.46826, 2.70722], [1.52361, 0.78901, 4.06533], [1.61899, 2.11759, 4.48779], [1.88731, 2.40055, 5.81536], [2.05812, 1.36944, 6.72943], [1.96075, 0.04712, 6.31682], [1.69449, -0.24575, 4.99177], [1.48796, 2.91989, 3.77332], [1.96277, 3.42885, 6.14251], [2.26964, 1.59615, 7.76580], [2.09149, -0.75515, 7.03062], [1.61270, -1.27349, 4.66213], [6.05273, -0.51546, -0.65161], [4.27563, -0.14533, -1.69263], [4.28199, 0.21023, -3.03378], [3.06518, 0.44516, -3.65798], [1.89975, 0.30681, -2.93072], [1.88576, -0.03882, -1.64000], [3.06107, -0.25224, -1.03460], [5.21258, 0.30343, -3.57741], [3.02557, 0.73646, -4.69816], [0.93775, 0.47348, -3.39789], [3.02293, -0.50512, 0.01831]],
  "forces_ev_per_angstrom": [[0.1, 1.6, -2.2], [0.2, -0.2, -0.2], [0.0, 0.0, 0.2], [-0.1, 0.1, -0.1], [0.1, -0.1, 0.0], [-0.1, 0.1, 0.0], [0.1, 0.0, 0.0], [0.0, 0.0, -0.1], [0.2, -0.2, 0.0], [-0.1, 0.0, 0.5], [-0.2, -0.2, 0.2], [-0.2, 0.0, 0.0], [0.0, 0.1, 0.1], [0.1, 0.0, 0.0], [-0.1, -0.1, 0.0], [0.2, 0.2, 0.1], [0.3, -0.3, -0.4], [0.0, 0.2, 0.0], [0.0, 0.0, 0.0], [0.0, 0.1, 0.0], [0.0, -0.1, 0.0], [-0.1, 0.0, 0.0], [0.1, 0.0, 0.1], [-0.3, 0.0, 0.1], [0.0, 0.0, 0.0], [0.0, 0.1, 0.0], [0.0, 0.0, 0.0], [0.0, 0.0, 0.0], [0.0, 0.0, 0.0], [0.0, 0.0, 0.0], [0.0, 0.0, 0.0], [0.1, -0.1, 0.0], [0.0, 0.0, -0.1], [0.0, 0.0, -0.1], [0.0, 0.0, 0.0], [0.0, 0.0, 0.0], [0.0, 0.0, 0.0], [0.0, -0.1, 0.0], [0.0, -0.1, 0.0], [0.0, 0.0, 0.0], [0.0, 0.0, 0.0], [0.0, 0.0, 0.0], [0.0, 0.0, 0.0], [0.0, 0.0, 0.0], [0.1, -0.1, 0.2], [0.0, -0.1, -0.4], [-0.3, -1.0, 1.1], [0.0, 0.0, -0.3], [-0.2, -0.3, 0.5], [0.0, 0.0, 0.0], [0.0, 0.1, 0.0], [-0.1, 0.0, 0.1], [0.1, 0.1, 0.2], [0.3, 0.1, -0.1], [0.0, -0.1, 0.1], [0.0, 0.0, 0.0], [0.0, 0.0, 0.0], [0.0, 0.0, 0.0], [0.0, 0.0, 0.0], [0.0, 0.0, 0.0], [0.0, 0.0, 0.0], [0.0, 0.0, 0.0], [0.0, 0.0, 0.0], [0.0, 0.0, 0.0], [0.0, 0.0, 0.0], [-0.3, 0.1, -0.1], [0.3, 0.0, 0.1], [0.0, 0.0, 0.1], [0.0, 0.0, 0.0], [-0.1, 0.0, -0.1], [0.0, -0.2, 0.7], [0.0, 0.0, 0.1], [0.0, 0.0, 0.0], [0.0, 0.0, 0.0], [0.0, 0.0, 0.0], [0.0, 0.0, 0.0]],
  "lowdin_charge": [1.7344, -0.1591, -0.1054, -0.2477, 0.0079, -0.0102, -0.0167, -0.1475, 0.0150, -0.2208, -0.1205, -0.2745, 0.0192, 0.0023, -0.0103, -0.0846, 0.0078, -0.1129, -0.2504, 0.0127, -0.0096, -0.0143, -0.1167, 0.0063, 0.1215, 0.1371, 0.1310, 0.1368, 0.1305, 0.1276, 0.1218, 0.0668, 0.1532, 0.1306, 0.1334, 0.1293, 0.1258, 0.1033, 0.1396, 0.1339, 0.1293, 0.1275, 0.1225, 0.1008, 0.0342, 0.0044, -0.6672, 0.1039, -0.2073, 0.1106, 0.0877, 0.1582, -0.1726, -0.0975, -0.2605, -0.0285, -0.0600, -0.0538, -0.0589, -0.0295, 0.1158, 0.1137, 0.1156, 0.1141, 0.1081, 0.9563, -0.6934, -0.0907, -0.0154, -0.1275, -0.0525, -0.2272, 0.1152, 0.1236, 0.1010, 0.0730],
  "de_lowest_kj_mol": 65.98,
  "e_lumo_ev": -5.36,
  "charge": 2
}